{
  "formula": "C5H10O",
  "method": "the ωB97M-V functional and the def2-TZVPD basis",
  "symbols": ["C", "C", "C", "O", "H", "H", "H", "H", "H", "H", "C", "C", "H", "H", "H", "H"],
  "positions_angstrom": [[0.817430, 1.694847, -0.178451], [1.453327, -0.609571, 0.262782], [1.505563, 0.542445, -0.503726], [2.119747, -1.730496, -0.173544], [1.936992, -2.466297, 0.419049], [1.207599, -0.573888, 1.321284], [1.923840, 0.435596, -1.500291], [0.814290, 2.540097, -0.852771], [-0.804107, 0.840758, -0.284028], [0.522024, 1.899501, 0.844262], [-1.374870, -0.192678, -0.312800], [-2.450192, -0.371195, 0.537762], [-2.378156, -0.131723, 1.592610], [-3.403220, -0.749959, 0.192291], [-1.554124, -0.450482, -1.357585], [-0.336143, -0.676956, -0.006843]],
  "forces_ev_per_a": [[0.457, 0.050, 0.068], [0.546, 0.091, 0.061], [-0.172, -0.048, -0.031], [-0.167, 0.110, 0.064], [0.018, 0.068, -0.027], [-0.059, -0.031, -0.060], [0.001, 0.009, 0.022], [-0.013, -0.039, -0.007], [-0.545, -0.418, -0.049], [-0.059, -0.063, -0.022], [1.361, 0.319, -0.509], [-0.682, -0.109, 0.620], [-0.008, -0.007, -0.037], [0.041, 0.014, 0.003], [0.007, 0.017, 0.036], [-0.726, 0.038, -0.133]],
  "energy_ha": -271.57445,
  "gap_ev": [7.738, 7.476],
  "max_force_ev_per_a": 1.5,
  "spin_multiplicity": 1
}

***

{
  "formula": "C28H72BO20",
  "method": "the ωB97M-V functional and the def2-TZVPD basis",
  "symbols": ["O", "C", "O", "B", "O", "C", "O", "O", "C", "O", "C", "O", "O", "C", "C", "O", "H", "H", "H", "H", "H", "H", "C", "C", "O", "H", "H", "H", "H", "H", "H", "C", "C", "O", "H", "H", "H", "H", "H", "H", "C", "C", "O", "H", "H", "H", "H", "H", "H", "C", "C", "O", "H", "H", "H", "H", "H", "H", "C", "C", "O", "H", "H", "H", "H", "H", "H", "C", "C", "O", "H", "H", "H", "H", "H", "H", "C", "C", "O", "H", "H", "H", "H", "H", "H", "C", "C", "O", "H", "H", "H", "H", "H", "H", "C", "C", "O", "H", "H", "H", "H", "H", "H", "C", "C", "O", "H", "H", "H", "H", "H", "H", "C", "C", "O", "H", "H", "H", "H", "H", "H"],
  "positions_angstrom": [[0.226832, 2.436054, 3.282903], [-0.185617, 1.761319, 2.383675], [0.563700, 1.096674, 1.498581], [-0.293441, 0.575941, 0.353357], [-1.664856, 1.017249, 0.711806], [-1.661263, 1.527493, 1.934170], [-2.618109, 1.959828, 2.483175], [-0.067867, -0.873615, 0.259007], [0.587445, -1.191709, -0.807488], [1.013912, -2.233578, -1.131143], [0.645231, 0.112403, -1.704303], [0.150717, 1.131422, -0.946175], [1.134730, 0.247972, -2.764027], [4.586129, 2.650846, 1.037616], [3.811048, 2.011998, -0.153254], [4.741446, 1.607386, -1.132482], [5.113764, 3.542275, 0.689918], [5.261092, 1.927080, 1.533828], [3.927398, 3.010786, 1.834723], [3.163057, 2.792472, -0.596043], [3.220862, 1.180355, 0.163630], [4.267228, 1.180578, -1.884438], [3.198527, -0.803447, 2.820474], [2.041672, -1.791301, 2.645860], [2.400903, -3.134516, 3.148259], [3.708878, -1.164085, 3.724841], [2.830016, 0.202305, 2.837519], [3.884562, -0.988819, 1.971510], [1.625830, -1.791444, 1.640003], [1.275961, -1.354399, 3.292106], [1.730791, -3.373397, 3.821596], [-2.083656, -3.577225, -2.104515], [-3.048514, -3.534313, -0.857389], [-4.078578, -2.626670, -1.169341], [-1.634208, -2.594069, -2.344774], [-2.720348, -3.945831, -2.909722], [-1.323558, -4.337781, -1.966012], [-2.644299, -3.259949, 0.132101], [-3.513079, -4.518422, -0.752350], [-4.135810, -1.982541, -0.423479], [-5.851508, 0.752583, -2.275952], [-6.135480, -0.729411, -2.688735], [-5.043253, -1.227753, -3.475090], [-5.660440, 1.415561, -3.103752], [-5.063368, 0.927804, -1.511037], [-6.780836, 1.032794, -1.789093], [-7.058139, -0.781474, -3.306201], [-6.185284, -1.348279, -1.846165], [-4.499507, -1.774197, -2.880808], [1.151024, -6.369871, 0.968424], [1.046853, -4.896204, 0.501766], [1.656431, -4.880520, -0.785477], [0.888986, -6.568771, 2.004636], [2.146632, -6.750269, 0.794673], [0.545844, -7.015791, 0.310251], [1.630236, -4.252946, 1.201911], [-0.017037, -4.589906, 0.483325], [1.633840, -3.915511, -1.091724], [2.136571, 4.256936, -2.749851], [2.161684, 3.808710, -4.265845], [2.823981, 2.565203, -4.590554], [3.148747, 4.112841, -2.312186], [1.397938, 3.685195, -2.143091], [1.816428, 5.303198, -2.711574], [2.772646, 4.586712, -4.798020], [1.201660, 3.864309, -4.790823], [2.202879, 1.864624, -4.419016], [-1.402178, 5.130797, -1.965622], [-1.684973, 3.782579, -2.598778], [-1.630509, 3.870684, -4.041996], [-1.364405, 5.026699, -0.893433], [-2.253874, 5.809749, -2.187189], [-0.489059, 5.550114, -2.285912], [-2.688327, 3.537871, -2.179472], [-0.929742, 3.085229, -2.241286], [-1.327687, 2.994727, -4.317368], [-5.190716, 4.759347, 2.542837], [-5.759325, 3.543363, 3.324376], [-5.627969, 2.342752, 2.582183], [-5.395913, 5.558730, 3.217202], [-5.660554, 4.862888, 1.523991], [-4.115503, 4.559434, 2.418298], [-6.844524, 3.662736, 3.463546], [-5.255614, 3.382045, 4.293999], [-4.695492, 2.149472, 2.412138], [-2.401527, 6.725730, 3.248193], [-1.680103, 5.429770, 3.032014], [-1.369796, 4.822431, 4.292804], [-3.286271, 6.506359, 3.887333], [-2.608377, 7.117559, 2.229727], [-1.776426, 7.462345, 3.784509], [-0.753720, 5.648582, 2.485344], [-2.285157, 4.772986, 2.422366], [-0.832971, 4.031247, 4.180894], [4.093281, -2.089826, -5.432857], [4.424889, -3.507706, -5.941467], [3.311060, -4.319735, -6.176711], [5.017543, -1.491598, -5.387111], [3.509209, -2.015345, -4.488827], [3.399873, -1.642149, -6.142742], [5.102144, -3.871124, -5.185306], [4.933066, -3.508674, -6.898322], [2.904986, -4.512367, -5.282146], [4.915770, -5.263854, 1.191088], [5.700985, -5.685835, 2.392582], [5.922925, -4.578120, 3.281691], [4.645901, -6.112838, 0.541877], [5.535770, -4.551966, 0.597206], [3.969332, -4.778002, 1.534250], [6.690410, -6.032737, 2.083676], [5.246662, -6.520108, 2.894117], [5.058136, -4.136058, 3.323840], [-2.363677, -1.870958, 2.692772], [-1.498421, -1.551661, 3.949497], [-0.866066, -2.731554, 4.460367], [-3.180654, -2.517643, 2.987323], [-1.760818, -2.361106, 1.904686], [-2.748313, -0.937226, 2.336937], [-2.086959, -1.035585, 4.657616], [-0.618632, -1.002301, 3.608999], [-1.453782, -3.471055, 4.582508]],
  "forces_ev_per_a": [[-0.392, -0.122, 0.062], [0.549, -0.904, -1.008], [-0.629, 0.257, -0.077], [0.594, 1.032, 0.364], [0.734, -0.995, 0.074], [0.759, 1.104, -0.917], [-1.104, 0.109, 0.991], [-0.822, -0.107, 1.231], [-0.894, 2.677, -1.389], [0.945, -1.975, -0.447], [-0.215, 0.888, 2.520], [-0.120, -1.294, -0.036], [0.484, -0.115, -1.612], [-0.356, -0.511, -0.179], [0.494, 1.647, 0.419], [0.101, -0.691, -1.026], [0.283, -0.294, -0.049], [-0.106, 0.373, -0.545], [-0.313, -0.188, -0.268], [-0.048, -0.404, 0.396], [-0.585, -0.584, 0.419], [0.446, 0.591, 0.872], [0.693, -2.419, -0.964], [-0.175, 0.293, 1.461], [-0.696, 1.023, -0.159], [-0.038, 0.764, -0.060], [0.061, 0.550, 0.131], [0.004, 0.561, 0.430], [0.252, -0.528, -0.006], [-0.302, -0.557, -0.033], [0.448, 0.274, -0.670], [-0.760, -0.030, 1.357], [0.922, -0.356, -0.789], [-0.785, 1.587, 1.100], [-0.324, -0.598, 0.157], [0.091, 0.351, -0.252], [0.389, 0.050, 0.113], [0.470, -0.194, -0.644], [0.186, -0.134, 0.056], [-0.083, -0.672, -1.068], [-0.679, -0.997, 0.933], [1.658, 1.834, -1.727], [-0.132, -0.255, -0.033], [-0.014, -0.008, -0.458], [-0.257, -0.599, -0.573], [-0.216, 0.620, 0.112], [0.501, 0.013, 0.469], [-0.676, -0.796, 1.434], [-0.210, 0.211, -0.193], [-0.453, 0.042, -0.826], [0.770, -0.915, 0.678], [-0.348, 1.954, -0.538], [-0.163, 0.258, 0.091], [0.562, 0.209, 0.143], [-0.159, 0.315, 0.298], [-0.629, -0.296, -0.382], [0.396, 0.087, -0.078], [-0.012, -2.002, 0.607], [-0.286, -1.231, -0.785], [1.225, 1.103, -0.273], [-0.197, 1.073, 0.546], [-0.661, 0.268, -0.323], [0.538, 0.165, -0.414], [0.292, -0.083, -0.001], [-0.339, -0.662, 0.468], [-0.212, -0.144, 0.574], [-0.345, -0.575, 0.262], [-1.599, 0.107, -0.331], [-0.145, 0.695, 0.463], [-0.073, -0.489, 0.906], [0.002, -0.149, 0.502], [0.654, -0.160, 0.026], [1.019, 0.573, -0.509], [0.471, -0.571, -0.791], [-0.179, -0.331, -0.027], [-0.197, 0.293, -0.204], [-0.296, -1.943, -0.160], [0.139, -0.274, -0.986], [-0.205, -0.428, -0.292], [0.184, 1.257, -0.036], [0.294, -0.007, 1.201], [-0.473, 0.471, 0.037], [0.346, 0.027, 0.210], [-0.211, 0.577, -0.168], [0.013, 0.193, 0.157], [-0.154, 0.177, 0.371], [1.252, -0.242, 0.572], [-0.417, 0.602, -0.096], [0.288, 0.508, -0.772], [-0.450, -0.004, 0.782], [-0.177, -0.375, -0.236], [0.030, -0.196, -0.059], [-0.068, -0.329, -0.186], [0.005, -0.145, -0.376], [-0.688, 0.142, -0.691], [0.142, 1.218, 0.609], [-1.198, -0.753, 2.007], [-0.424, -0.124, 0.150], [0.795, -0.533, -0.234], [0.167, 0.334, -0.295], [0.374, -0.966, 0.177], [0.323, 0.438, -0.081], [0.485, 0.257, -1.609], [-0.445, 0.590, -0.594], [1.039, 0.384, -0.031], [-0.656, -0.365, -0.299], [0.100, 0.275, 0.244], [-0.694, -0.340, 0.350], [0.615, -0.220, -0.482], [0.058, 0.074, 0.084], [-0.490, -0.388, 0.521], [0.345, 0.075, 0.197], [1.207, -0.286, 0.860], [0.725, -1.802, -2.441], [0.538, 0.359, 0.331], [-0.331, -0.165, -0.050], [-0.218, 0.309, 0.477], [-0.449, 0.469, -0.449], [-0.443, 0.626, 1.057], [-0.405, 0.593, 0.275], [-0.633, -0.088, -0.044]],
  "charge": -1,
  "energy_ha": -2639.87838,
  "gap_ev": 9.940,
  "max_force_ev_per_a": 3.1,
  "spin_multiplicity": 1
}